1.
Molecular formula: C32H57GaO5Si4Te
Method: DFT, ωB97M-V/def2-TZVPD

The multiplicity is 1. For the gap between HOMO and LUMO (alpha / beta), the calculation gives 1.98 / 1.98 eV. As for the total charge: -2. Its molecular weight is 831.470 g mol⁻¹. Its lowest unoccupied orbital energy (alpha / beta) is 3.19 / 3.19 eV.

```
100
Properties=species:S:1:pos:R:3:forces:R:3:lowdin_charge:R:1
C -2.97052 1.41397 -6.28242 -0.069 0.689 -0.625 -0.243
C -2.05976 1.74529 -5.09374 -0.502 -0.100 0.232 -0.043
C -2.79667 -0.10418 -6.55391 -0.124 0.415 0.031 -0.024
C -1.43128 -0.46550 -5.92103 0.623 -0.122 0.244 -0.159
H -2.80322 -0.24825 -7.64116 -0.002 -0.160 0.300 0.121
H -3.63973 -0.65546 -6.11824 0.259 0.100 -0.076 0.118
C -0.85165 0.83031 -5.31484 -0.135 0.645 -0.323 -0.212
H -2.59644 1.47755 -4.17082 0.211 0.110 -0.143 0.146
H -1.81326 2.81588 -5.06182 -0.068 -0.440 0.163 0.137
C -0.07481 0.47503 -4.05600 0.070 -0.283 -0.449 -0.182
H -0.18865 1.32452 -6.04187 -0.088 -0.139 0.118 0.151
H -0.76189 -0.80808 -6.72598 -0.189 -0.034 0.321 0.142
C -1.35073 -1.49785 -4.74662 0.729 0.599 0.755 -0.442
C -4.40550 1.89136 -6.14051 -0.373 0.204 1.643 -0.428
C -2.62139 2.28800 -7.49531 0.929 -0.517 -0.949 -0.441
O -2.45794 1.90953 -8.63490 0.043 0.351 0.767 0.119
O -4.91612 2.27759 -5.11196 0.235 -0.474 -0.976 0.144
O -5.02993 1.92655 -7.33979 -0.210 -0.118 0.454 -0.036
O -2.58958 3.59093 -7.13709 -0.161 -0.238 -0.273 -0.038
C -2.59917 4.51719 -8.22613 0.112 0.016 0.096 -0.035
H -2.64892 5.49686 -7.75515 0.021 -0.018 -0.104 0.093
H -3.47850 4.34780 -8.85351 0.137 -0.003 0.019 0.097
H -1.68952 4.42270 -8.82502 -0.163 -0.002 0.048 0.095
C -6.34815 2.46532 -7.26863 -0.232 0.078 -0.060 -0.042
H -6.97919 1.84950 -6.61878 0.096 0.157 -0.144 0.100
H -6.71283 2.45424 -8.29442 -0.064 0.016 0.099 0.091
H -6.32176 3.48853 -6.87527 -0.025 -0.234 -0.071 0.101
O -0.46356 -0.85079 -3.66127 -1.334 -0.157 -2.662 -0.306
H -0.27921 1.16955 -3.22763 0.087 -0.250 -0.197 0.109
H 1.00702 0.47017 -4.26811 -0.249 0.069 0.184 0.124
C -0.65705 -2.76874 -5.21382 0.103 -0.171 0.079 -0.033
C -2.67036 -1.82239 -4.06969 -0.098 -0.079 0.118 -0.026
H -3.34107 -2.34801 -4.76722 0.129 0.140 0.127 0.082
H -3.16919 -0.91554 -3.70427 0.104 -0.226 -0.016 0.095
H -2.48518 -2.48908 -3.21665 -0.027 0.301 -0.147 0.094
H -0.44133 -3.42632 -4.36350 -0.014 0.174 -0.148 0.089
H 0.27945 -2.53301 -5.73675 -0.163 -0.066 0.199 0.086
H -1.31244 -3.31254 -5.91323 0.136 0.159 0.126 0.088
Ga 0.28959 -1.04522 -1.37026 -0.413 -0.511 1.600 0.748
C 2.57173 -0.06040 0.52903 0.552 1.983 -2.476 -0.512
C 2.19775 -0.19625 -0.95310 1.967 0.182 1.709 -0.470
C 1.70263 1.12451 -1.33586 -0.731 0.681 -0.038 -0.288
H 2.88393 -0.77514 -1.58603 -0.024 0.282 0.225 0.065
C 1.59432 1.93076 -0.17970 0.261 -0.234 -0.764 -0.167
C 2.13657 1.27133 0.91742 0.916 -0.317 -0.352 -0.242
H 2.23524 1.66774 1.92794 -0.225 -0.137 -0.274 0.055
H 3.55052 -0.43860 0.84186 -0.665 -0.201 0.084 0.045
H 1.59029 1.46924 -2.36401 -0.139 -0.100 0.450 0.041
H 1.17410 2.93945 -0.16276 0.060 -0.350 0.020 0.088
C -2.40779 -0.59855 1.38808 0.174 0.640 0.207 -0.237
C -1.90222 0.20855 2.44748 -0.366 0.292 -0.888 -0.244
C -1.52267 1.47106 1.89545 -0.416 -0.662 -0.164 -0.210
H -1.82271 -0.08620 3.49158 0.052 0.005 -0.227 0.031
C -1.79743 1.43827 0.50407 -0.113 -0.318 0.242 -0.232
C -2.33477 0.15696 0.18247 0.106 0.227 0.566 -0.277
H -2.64161 -0.18380 -0.80793 0.041 0.102 0.246 0.030
H -2.76666 -1.62157 1.48306 0.122 0.139 -0.035 0.053
H -1.08701 2.29974 2.45112 -0.027 -0.106 -0.131 0.052
H -1.61836 2.24530 -0.20748 0.042 -0.196 0.173 0.053
C 1.95253 -4.50433 4.02022 0.023 -0.389 -0.036 -0.255
Si 3.01204 -2.97834 4.35187 -0.609 1.133 0.534 0.202
C 3.66437 -3.20531 6.12499 0.544 -0.828 -0.048 -0.248
C 4.49585 -2.96043 3.19127 0.379 -0.320 -0.056 -0.246
Si 1.89244 -0.90849 4.40277 0.192 -0.674 -0.114 0.081
Te 1.35401 -1.49571 2.03891 -1.345 -0.998 0.924 0.736
Si 0.23256 -0.89332 6.09555 0.474 -0.007 -1.202 0.338
C 0.95163 -1.21941 7.81077 -0.250 -0.060 0.419 -0.224
C -0.65416 0.76949 6.15520 -0.287 0.047 0.264 -0.222
C -1.00204 -2.25061 5.67117 -0.309 -0.026 0.330 -0.226
Si 3.39503 0.81463 5.00484 -0.811 -0.842 -0.757 0.338
C 4.09397 0.53606 6.73605 0.302 0.306 0.199 -0.220
C 4.83243 0.90691 3.79217 0.273 0.330 0.105 -0.216
C 2.44920 2.44333 4.98212 0.312 0.419 0.098 -0.225
H 2.60243 -5.39192 4.09162 -0.084 0.044 0.042 0.014
H 1.49314 -4.49840 3.02392 0.162 0.149 0.302 -0.011
H 1.15399 -4.62011 4.76667 0.163 0.087 -0.119 0.009
H 4.22920 -4.14991 6.13073 0.090 0.018 0.351 0.008
H 4.34130 -2.40358 6.44064 -0.145 -0.126 -0.111 -0.004
H 2.85872 -3.29128 6.86392 0.120 0.022 -0.237 -0.002
H 4.20635 -2.87494 2.13647 -0.066 0.019 0.355 0.001
H 5.19918 -2.14963 3.42261 -0.155 -0.151 0.012 0.003
H 5.02888 -3.91564 3.32092 0.067 0.116 -0.038 0.015
H 1.64194 -0.43469 8.14261 -0.168 -0.151 -0.108 0.000
H 0.10792 -1.23879 8.51840 0.156 -0.005 0.020 0.020
H 1.46941 -2.18252 7.88670 -0.119 0.211 -0.070 0.003
H -1.01593 1.09712 5.17247 0.124 -0.164 0.138 0.019
H -1.52659 0.66531 6.81838 0.061 0.145 -0.080 0.022
H -0.01659 1.56398 6.56261 -0.091 -0.180 -0.026 0.002
H -1.41098 -2.14189 4.65835 0.206 0.078 0.168 0.023
H -0.55777 -3.25164 5.75163 -0.026 0.209 -0.011 0.011
H -1.83653 -2.18630 6.38623 0.012 -0.144 -0.119 0.019
H 4.66900 -0.39385 6.82077 -0.150 0.198 -0.082 0.006
H 4.78014 1.37150 6.94529 -0.051 -0.119 0.101 0.020
H 3.32459 0.53378 7.51681 0.138 0.013 -0.212 0.001
H 4.50175 1.09651 2.76310 -0.056 -0.063 0.203 0.019
H 5.47160 1.74757 4.10272 0.062 -0.103 -0.152 0.019
H 5.44417 -0.00350 3.79419 -0.158 0.149 0.049 0.007
H 1.90690 2.60114 4.04055 0.134 -0.146 0.184 0.025
H 1.72742 2.51952 5.80456 0.172 -0.057 -0.158 0.003
H 3.18108 3.25782 5.09388 -0.198 0.065 0.003 0.019
```
Forces are in eV/Å.

***

2.
Molecular formula: C14H28ClFeINOP2
Method: DFT, ωB97M-V/def2-TZVPD

The multiplicity is 6. For the gap between HOMO and LUMO (alpha / beta), the calculation gives 7.21 / 5.67 eV. As for the total charge: +2. Its molecular weight is 506.534 g mol⁻¹. As for the expectation value of S²: 8.79. Its lowest unoccupied orbital energy (alpha / beta) is -6.69 / -8.17 eV.

```
49
Properties=species:S:1:pos:R:3:forces:R:3:lowdin_spin:R:1
C 1.28057 -1.26380 -1.30482 -0.912 -0.156 -1.333 0.002
C 1.12370 0.27612 -1.05583 2.072 -2.095 1.449 0.070
H 2.15809 -1.62737 -0.72032 -0.672 0.607 -0.437 0.000
H 1.45108 -1.41022 -2.38260 0.247 -0.143 0.312 0.000
H 0.42665 -1.95080 -1.12403 0.253 0.893 0.301 0.001
O 1.67515 0.59211 0.06261 0.952 0.120 -1.112 0.489
I -0.38630 1.77826 -1.01451 -4.365 0.941 0.500 0.245
Fe -3.31140 -2.43026 -2.33258 1.670 2.251 -2.063 3.583
P -2.31585 -2.28955 -0.19986 1.728 -0.350 1.549 0.114
C -2.22352 -1.90275 1.58645 -0.972 0.485 0.765 0.041
C -4.03627 -3.04630 -0.28316 0.474 0.924 -0.220 0.040
H -4.39263 -3.72666 0.51581 0.129 0.248 -0.713 0.006
H -1.88752 -4.38486 0.53399 1.007 -0.410 -0.315 0.002
H -4.00727 -3.57715 -1.27326 -1.216 -1.527 1.004 0.014
H -0.95955 -4.14940 -1.04747 -0.098 -0.240 0.568 0.001
H -2.49393 -0.88909 1.89765 -0.105 -0.212 -0.286 0.000
H -4.65601 -2.12108 -0.40916 -0.222 -0.859 0.398 0.010
C -1.18097 -3.75067 -0.04196 -0.882 -0.301 -0.540 0.007
H -2.99718 -2.61367 1.90430 0.154 0.348 0.637 0.004
H -0.23091 -3.61166 0.51423 -0.817 0.262 -0.326 0.000
H -1.30782 -2.16637 2.13721 -0.066 0.056 -0.868 0.002
P 1.53500 1.47382 -2.54094 0.609 -1.687 -0.608 0.099
C 2.49777 2.68977 -1.57305 0.688 0.955 -0.989 0.001
C 2.66147 0.62008 -3.70452 0.346 0.389 1.059 0.051
H 0.15320 0.72560 -4.49624 0.484 0.629 0.683 0.001
H 0.98719 2.33440 -4.56825 -0.540 -0.406 -0.312 0.001
H -0.61598 2.20357 -3.83577 0.801 -0.375 0.440 0.000
C 0.35167 1.67457 -3.94138 -0.320 1.343 -1.022 -0.001
H 2.09086 -0.12577 -4.30725 0.864 0.629 0.507 0.001
H 2.85236 1.56062 -4.25802 0.667 -0.925 -0.439 0.007
H 3.36550 2.86803 -2.21734 0.103 0.331 0.276 0.000
H 2.85118 2.30966 -0.59709 -0.439 -0.322 -0.714 0.001
H 3.55655 0.25267 -3.17527 -0.257 0.006 -0.658 0.001
H 1.98361 3.63725 -1.36330 0.076 -0.338 -0.423 0.000
Cl -1.93371 -1.33621 -3.69309 -0.889 -0.750 0.563 0.172
C 0.94772 2.45629 5.19304 0.445 0.332 0.547 0.001
C 0.63095 1.83461 3.88133 0.389 0.081 0.636 0.002
C 0.97969 0.51177 3.52696 -0.080 0.204 -0.613 0.000
C 0.57842 0.08783 2.26626 -0.302 0.347 1.321 0.003
N -0.27754 0.81237 1.56215 -0.891 -1.238 -0.264 0.011
C -0.67076 2.01137 1.94426 0.644 -0.123 0.036 0.007
C -0.07422 2.65580 3.00992 -1.210 -0.540 -1.014 0.005
H 0.48004 1.92592 6.03654 0.238 0.049 -0.311 0.000
H 2.03313 2.48379 5.33834 -0.175 0.008 0.249 0.000
H 0.55894 3.48429 5.18824 0.274 -0.324 0.227 0.000
H 1.57550 -0.19649 4.11368 -0.229 0.734 0.195 0.000
H 0.90677 -0.87345 1.86705 -0.128 0.255 0.037 0.000
H -1.42904 2.46352 1.29803 0.223 0.238 0.458 0.008
H -0.30440 3.71950 3.08302 0.250 -0.345 0.865 0.000
```
Forces are in eV/Å.